[1]
The following is a quantum chemistry calculation of 2 unconnected molecules or ions with the total composition C6H7NO2S, from OMol25.

**HOMO energy**: -8.87 eV
**Electronic energy**: -836.2149 a.u.
**Charge**: 0

The geometry in XYZ format:
```
17
Properties=species:S:1:pos:R:3:forces:R:3:lowdin_charge:R:1
C 2.2809 0.4870 0.3740 -0.023 0.768 -0.264 -0.10
C 1.8751 -0.8564 0.6754 -0.580 -0.520 -0.094 -0.06
C 1.4265 1.3344 -0.2135 0.354 -0.184 0.129 -0.07
C 0.6751 -1.3328 0.2939 0.511 -0.315 0.359 -0.03
C 0.0365 0.9462 -0.5536 -0.063 0.144 0.082 -0.13
C -0.2644 -0.5138 -0.4373 -0.278 -0.049 -0.377 -0.37
N -1.3340 -0.9477 -0.9903 -0.377 0.290 -0.043 0.07
O -2.7319 1.2672 0.6884 -0.376 -0.275 -0.492 -0.46
O -4.0367 -0.7944 0.6441 0.171 0.187 -0.436 -0.44
S -3.4773 0.3065 -0.0974 0.131 0.068 0.855 0.86
H 3.2860 0.7857 0.6265 0.081 0.135 0.023 0.10
H 2.5669 -1.4950 1.2038 0.040 -0.125 0.041 0.11
H 1.7146 2.3463 -0.4477 0.131 0.171 0.032 0.11
H 0.3989 -2.3591 0.4887 -0.033 -0.104 0.043 0.11
H -0.2448 1.3022 -1.5476 -0.025 -0.027 0.052 0.14
H -1.5178 -1.9351 -0.8449 0.197 -0.163 0.184 0.06
H -0.6535 1.4589 0.1377 0.138 -0.003 -0.094 0.11
```
Forces are in eV/Å.

[2]
The following is a quantum chemistry calculation of 2 unconnected molecules or ions with the total composition C6H7NOS in a non-equilibrium geometry, from OMol25.

**HOMO energy (alpha / beta)**: -8.42 / -8.37 eV
**Electronic energy**: -760.7675 a.u.
**Charge**: 0

The geometry in XYZ format:
```
16
Properties=species:S:1:pos:R:3:forces:R:3:lowdin_charge:R:1
C 2.4060 -1.7838 -0.0459 1.051 0.057 0.239 -0.21
C 3.3834 -0.9478 0.3120 -0.411 0.304 0.188 -0.22
C 1.1690 0.0516 -0.2355 -2.276 1.153 0.372 -0.23
C -1.1324 1.1801 -0.1120 2.700 -1.290 -0.188 0.13
C -2.0658 0.2921 -0.0607 -0.475 -0.292 0.035 -0.25
C -3.5408 0.5994 0.0228 0.216 0.124 0.020 -0.09
N 1.1682 -1.1928 -0.2918 -1.339 0.183 -0.314 -0.03
O 3.4485 1.6514 -0.4057 0.296 0.666 -0.284 -0.54
S 2.7313 0.7376 0.4871 -0.040 -1.270 -0.052 0.91
H 2.4802 -2.8527 -0.1788 0.086 -0.027 0.040 0.10
H 4.3984 -1.1755 0.5752 0.189 -0.012 -0.007 0.07
H -0.9111 2.2169 -0.1333 -0.016 0.496 -0.013 0.04
H -1.8225 -0.7634 -0.0717 0.290 -0.124 -0.020 0.10
H -4.0601 0.0805 -0.7801 -0.093 -0.005 -0.023 0.08
H -3.7252 1.6666 -0.0574 -0.097 0.054 0.006 0.07
H -3.9270 0.2399 0.9759 -0.082 -0.016 0.001 0.08
```
Forces are in eV/Å.

[3]
The following is a quantum chemistry calculation of a single C6H7NS2 molecule in a non-equilibrium geometry, from OMol25.

**HOMO energy**: -8.27 eV
**SMILES**: C=NSc1cscc1C
**Electronic energy**: -1083.8912 a.u.
**Charge**: 0

The geometry in XYZ format:
```
16
Properties=species:S:1:pos:R:3:forces:R:3:lowdin_charge:R:1
C 3.0160 -1.3958 0.4510 1.055 2.286 3.304 -0.17
N 1.8775 -0.8939 0.4214 -2.338 0.649 -0.250 -0.37
S 0.6564 -1.6538 -0.4695 -0.121 -0.118 -0.689 0.94
C -0.7933 -0.6882 -0.1670 0.128 0.729 0.419 -0.58
C -1.9784 -1.3147 0.1029 -0.352 1.359 -1.042 -0.45
S -3.3007 -0.2020 0.1802 1.511 0.495 -0.232 0.95
C -2.1826 1.1726 -0.0456 -2.108 -1.897 0.643 -0.33
C -0.9041 0.7738 -0.2309 -0.867 -0.944 1.117 -0.39
C 0.2030 1.7198 -0.3289 0.626 0.748 -1.289 -0.07
H 3.5998 -0.8429 1.2752 0.124 -1.182 -1.729 0.10
H 3.3030 -2.2964 0.0207 0.800 -1.581 -0.934 0.04
H -2.2332 -2.3079 -0.1505 0.116 -1.165 0.483 0.05
H -2.7552 2.0585 0.1715 0.894 0.742 -0.329 0.06
H 1.0231 1.5267 0.3365 0.170 -0.119 0.532 0.06
H 0.6193 1.5888 -1.3350 0.190 0.321 0.001 0.09
H -0.1506 2.7553 -0.2321 0.172 -0.324 -0.004 0.09
```
Forces are in eV/Å.

[4]
The following is a quantum chemistry calculation of 2 unconnected molecules or ions with the total composition C6H7NSe in a non-equilibrium geometry, from OMol25.

**HOMO energy (alpha / beta)**: -9.28 / -9.28 eV
**SMILES**: N#CC=[Se].C=CC=C
**Electronic energy**: -2688.8689 a.u.
**Charge**: 0

The geometry in XYZ format:
```
15
Properties=species:S:1:pos:R:3:forces:R:3:lowdin_charge:R:1
N -1.9839 -2.5483 0.4513 0.130 -2.631 1.551 0.19
C -1.9315 -1.5789 -0.1232 -0.665 2.043 -1.402 -0.38
C -2.1182 -0.3804 -0.8480 0.914 0.707 -1.040 -0.71
Se -2.8660 1.0527 -0.2466 -0.565 0.590 0.616 0.82
H -1.6639 -0.2465 -1.8366 -0.197 -0.812 0.319 0.03
C 0.8416 -0.8802 -0.6613 -0.629 -0.914 -1.006 -0.05
C 0.9614 -0.5250 0.6239 1.042 -1.133 0.633 -0.20
C 1.0282 0.8847 1.0480 -1.489 -1.412 1.351 -0.23
C 1.4106 1.9032 0.3378 -0.016 2.195 1.193 0.00
H 0.4980 -0.0562 -1.3703 0.968 -1.352 0.654 0.07
H 0.9158 -1.9892 -1.0527 -0.267 2.514 0.909 0.11
H 1.1124 -1.3032 1.4591 -0.191 1.189 -1.505 0.13
H 0.6436 1.0881 2.0244 -0.118 -0.075 0.749 0.09
H 1.3741 2.9442 0.7874 0.173 -1.417 -1.071 0.09
H 1.7779 1.6350 -0.5933 0.913 0.509 -1.949 0.03
```
Forces are in eV/Å.

[5]
The following is a quantum chemistry calculation of a molecular structure, C6H7O2P in a non-equilibrium geometry, from OMol25.

**HOMO energy (alpha / beta)**: -6.47 / -9.41 eV
**Electronic energy**: -724.4064 a.u.
**2S+1**: 3
**Charge**: 0

The geometry in XYZ format:
```
16
Properties=species:S:1:pos:R:3:forces:R:3:lowdin_charge:R:1
C -2.3653 0.2263 -0.1070 -1.168 0.692 0.638 -0.11
C -1.5268 0.2719 -1.2243 -3.043 -0.010 -2.568 -0.13
C -1.8677 -0.1207 1.1379 0.041 0.124 0.099 -0.10
C -0.2227 -0.1117 -1.1569 1.116 0.007 0.488 -0.15
C -0.5631 -0.5355 1.2110 1.193 0.766 0.239 -0.15
C 0.3140 -0.4718 0.1373 0.313 -1.199 -2.104 -0.52
O 2.8699 1.5066 -0.5732 -0.856 -0.084 0.894 -0.03
O 3.1980 0.6080 0.3611 0.759 1.081 0.937 -0.30
P 1.9786 -1.2006 0.0976 -1.253 -1.390 1.568 0.92
H -3.4341 0.5263 -0.1351 0.893 -0.178 -0.410 0.11
H -2.1044 0.4770 -2.2673 1.854 -0.298 2.487 0.15
H -2.4117 -0.0250 2.0788 -0.270 -0.199 -0.509 0.11
H 0.3672 -0.1198 -2.0947 -0.138 -0.055 0.901 0.10
H -0.0795 -0.7455 2.1347 -0.116 -0.414 0.875 0.08
H 3.5625 1.2735 -1.1582 1.354 0.579 -1.809 0.08
H 2.2851 -1.5589 1.5583 -0.680 0.577 -1.725 -0.06
```
Forces are in eV/Å.

[6]
The following is a quantum chemistry calculation of a gas-phase ion, C6H7O3 (charge +1) in a non-equilibrium geometry, from OMol25.

**HOMO energy**: -14.62 eV
**Electronic energy**: -458.0780 a.u.
**Charge**: +1

The geometry in XYZ format:
```
16
Properties=species:S:1:pos:R:3:forces:R:3:lowdin_charge:R:1
C 1.9780 -0.8207 -0.1380 0.469 1.079 -1.709 -0.02
C 0.5246 -0.9366 0.3111 1.476 0.659 -0.321 -0.14
C 2.7381 0.5163 -0.0575 -2.310 -2.096 -0.932 -0.42
C 0.2110 0.2897 0.4515 -1.150 1.748 1.262 0.05
C -0.1880 -2.2368 0.3203 0.722 2.145 -2.888 0.05
C -0.1745 2.5270 -0.0761 1.942 2.812 -0.578 0.05
O 2.9352 -0.3430 0.9058 1.113 -0.275 0.377 0.21
O 2.8462 1.5926 -0.5124 0.807 0.471 0.545 0.21
O 0.0759 1.4516 0.8657 -0.681 -2.271 0.192 0.10
H 2.2491 -1.5422 -0.9770 0.173 0.658 1.671 0.20
H 0.6454 -2.9144 0.2315 -0.803 -1.155 0.011 0.11
H -0.9239 -2.0774 -0.4941 0.771 -1.225 -0.311 0.13
H -0.8215 -2.1963 1.1066 -1.473 -0.955 3.151 0.07
H -0.9918 3.2959 0.2132 1.334 -1.938 -0.124 0.16
H -0.2141 2.1178 -1.0847 -0.582 0.027 0.130 0.11
H 0.8804 2.9674 0.0140 -1.808 0.316 -0.474 0.13
```
Forces are in eV/Å.

[7]
The following is a quantum chemistry calculation of a molecular structure, C6H7O6V in a non-equilibrium geometry, from OMol25.

**HOMO energy (alpha / beta)**: -13.32 / -13.57 eV
**Electronic energy**: -1627.9584 a.u.
**2S+1**: 4
**Charge**: +1

The geometry in XYZ format:
```
20
Properties=species:S:1:pos:R:3:forces:R:3:lowdin_charge:R:1
V 1.9984 -0.9067 0.5162 0.131 -1.204 -0.116 1.26
O 0.8460 -1.9280 1.6185 1.803 0.298 -0.234 -0.13
O -1.2849 -1.4353 1.3139 -0.500 0.855 -0.176 0.04
O -0.6284 -3.5394 1.0705 0.666 1.566 -0.242 0.15
C -0.3158 -2.3883 1.2808 -1.620 -2.361 0.596 -0.68
C -1.0128 -0.2344 2.0151 1.354 -1.097 0.329 -0.09
C -0.1646 0.8017 1.3230 -1.150 1.658 -1.109 0.02
H -1.9931 0.2236 2.1871 0.333 0.160 -0.002 0.17
H -0.4881 -0.4448 2.9581 -0.583 -0.029 0.106 0.16
H -0.3509 1.7891 1.7562 0.040 -0.213 -0.262 0.18
O 1.3195 0.9132 0.8371 0.143 -0.211 0.958 -0.04
O 0.3567 -0.3059 -0.8431 0.618 -0.553 0.620 -0.05
C 0.1361 0.0340 -2.2287 -0.150 0.029 -0.719 -0.05
C 0.3430 1.5418 -2.2193 0.161 0.073 -0.341 -0.06
O -0.0463 1.8922 -0.8800 0.037 0.004 0.122 0.09
C 0.2236 0.8508 -0.0839 -1.293 1.042 0.104 -0.56
H 0.8679 -0.5091 -2.8325 -0.254 0.098 0.080 0.15
H -0.8883 -0.2530 -2.4928 0.291 0.007 0.104 0.16
H -0.3099 2.0767 -2.9142 0.204 -0.114 0.189 0.15
H 1.3918 1.8217 -2.3822 -0.233 -0.008 -0.004 0.14
```
Forces are in eV/Å.

[8]
The following is a quantum chemistry calculation of a gas-phase ion, C6H7OS3 (charge -1) in a non-equilibrium geometry, from OMol25.

**HOMO energy**: -4.14 eV
**SMILES**: O=[S@](=S)([S-])C1=CC=CCC1
**Electronic energy**: -1502.6025 a.u.
**Charge**: -1

The geometry in XYZ format:
```
17
Properties=species:S:1:pos:R:3:forces:R:3:lowdin_charge:R:1
O -3.8443 0.8266 1.6172 0.084 -1.083 -2.226 -0.56
S -3.4461 0.1194 0.3325 0.097 1.916 1.766 -0.05
S -3.9906 1.0756 -1.4372 0.417 -0.889 1.641 0.03
S -3.6850 -1.8469 0.3309 -0.486 0.386 0.078 0.13
C -1.6433 0.2587 0.3826 0.144 -0.664 -2.572 -0.41
C -0.8928 1.0480 1.1588 -2.583 -2.131 -1.808 -0.08
C 0.5050 1.0934 1.0580 0.521 -2.001 -1.573 -0.09
C 1.1999 0.2167 0.3241 -1.456 0.611 0.041 -0.09
C 0.4886 -0.8044 -0.4543 -0.616 0.057 -3.737 -0.18
C -1.0453 -0.5141 -0.7551 3.952 1.685 0.169 -0.24
H -1.5449 1.4928 1.8051 -0.770 1.988 2.379 0.07
H 0.9804 1.7448 1.6531 1.898 2.393 2.019 0.06
H 2.2455 0.1778 0.3413 1.447 0.157 0.091 0.08
H 1.0210 -1.0671 -1.5090 -1.022 0.722 2.389 0.15
H 0.4706 -1.6987 0.0539 0.494 -2.330 1.469 0.07
H -1.5024 -1.3849 -1.0368 -1.314 -2.362 0.135 0.02
H -0.9477 -0.0635 -1.7252 -0.806 1.546 -0.260 0.09
```
Forces are in eV/Å.

[9]
The following is a quantum chemistry calculation of a single C6H8 molecule, from OMol25.

**HOMO energy**: -9.91 eV
**SMILES**: C#CCC1CC1
**Electronic energy**: -233.3204 a.u.
**Charge**: 0

The geometry in XYZ format:
```
14
Properties=species:S:1:pos:R:3:forces:R:3:lowdin_charge:R:1
C -1.8786 2.2152 -0.2360 0.127 -0.551 0.007 0.10
C -1.5646 1.0513 -0.1742 -0.237 0.398 -0.031 -0.14
C -1.1103 -0.3547 -0.0993 -0.147 0.234 0.013 -0.19
C 0.3443 -0.4723 -0.5202 0.079 0.063 0.013 -0.32
C 1.2669 -1.3249 0.3054 0.004 -0.148 0.021 -0.13
C 1.3869 0.1775 0.3440 0.214 -0.033 -0.079 -0.12
H -2.1616 3.2476 -0.2985 0.088 -0.357 0.031 0.02
H -1.2366 -0.7282 0.9297 0.062 0.204 -0.246 0.12
H -1.7397 -0.9948 -0.7341 0.095 0.214 0.130 0.12
H 0.5072 -0.4352 -1.5985 0.002 -0.033 0.305 0.14
H 2.0366 -1.9062 -0.1975 -0.137 0.172 0.115 0.10
H 0.8326 -1.8095 1.1782 0.105 0.053 -0.193 0.10
H 1.0651 0.7064 1.2354 -0.078 -0.130 -0.087 0.10
H 2.2518 0.6279 -0.1346 -0.178 -0.088 0.003 0.10
```
Forces are in eV/Å.

[10]
The following is a quantum chemistry calculation of 2 unconnected molecules or ions with the total composition C6H8, from OMol25.

**HOMO energy**: -9.20 eV
**SMILES**: C1=CC1.C=C=C
**Electronic energy**: -233.2418 a.u.
**Charge**: 0

The geometry in XYZ format:
```
14
Properties=species:S:1:pos:R:3:forces:R:3:lowdin_charge:R:1
C -0.7265 1.3238 -0.3329 -0.099 0.034 -0.318 -0.09
C -1.0833 0.5811 -1.3280 0.040 0.315 0.013 -0.10
C -1.7503 0.2741 -0.0185 -0.275 -0.133 0.193 -0.17
H -0.1500 2.1458 0.0613 -0.116 -0.147 -0.107 0.09
H -1.0133 0.3406 -2.3781 -0.017 0.026 0.185 0.10
H -2.7886 0.5779 0.1355 0.124 -0.074 -0.006 0.07
H -1.4655 -0.6207 0.5486 0.005 0.220 -0.155 0.07
C 1.0958 -1.6182 -0.3914 0.042 0.152 0.159 0.00
C 1.3521 -0.7181 0.5170 0.029 -0.055 -0.080 -0.20
C 1.5064 0.2672 1.3587 0.012 -0.150 -0.068 -0.02
H 1.5461 -2.6059 -0.4164 -0.012 0.183 0.090 0.06
H 0.3739 -1.3555 -1.1663 0.151 -0.121 0.098 0.05
H 0.8549 0.3653 2.2234 0.139 -0.075 -0.059 0.07
H 2.2483 1.0428 1.1871 -0.024 -0.173 0.054 0.07
```
Forces are in eV/Å.

[11]
The following is a quantum chemistry calculation of a single C6H8 molecule in a non-equilibrium geometry, from OMol25.

**HOMO energy**: -8.36 eV
**SMILES**: C#CC(=C)CC
**Electronic energy**: -233.2417 a.u.
**Charge**: 0

The geometry in XYZ format:
```
14
Properties=species:S:1:pos:R:3:forces:R:3:lowdin_charge:R:1
C 2.9689 -0.3271 -0.7527 -0.387 0.186 -0.011 0.13
C 1.8006 -0.1955 -0.4815 0.578 0.382 -0.759 -0.11
C 0.4265 -0.1776 -0.1219 -0.026 0.193 -1.080 -0.34
C -0.3921 -1.0986 -0.7357 0.834 -0.429 -0.414 0.04
C -0.2254 1.0206 0.5563 -0.028 -0.228 0.262 -0.20
C -1.5836 0.3833 0.7899 -0.244 0.171 0.920 -0.15
H 3.9860 -0.4061 -1.0537 -0.001 -0.025 0.123 0.02
H -0.2547 -1.2924 -1.7867 1.153 -1.074 -0.057 0.07
H -1.2032 -1.6728 -0.3007 -0.292 0.935 -0.306 0.07
H 0.1942 1.4340 1.4762 0.289 -0.354 -0.073 0.11
H -0.1854 1.8245 -0.2042 -0.137 -0.264 0.351 0.13
H -1.1378 -0.5788 1.1030 -1.906 0.081 0.043 0.07
H -2.1885 0.6568 1.6333 -0.130 1.014 0.405 0.07
H -2.2055 0.4297 -0.1216 0.296 -0.588 0.597 0.10
```
Forces are in eV/Å.

[12]
The following is a quantum chemistry calculation of a single C6H8 molecule in a non-equilibrium geometry, from OMol25.

**HOMO energy**: -7.85 eV
**SMILES**: C1[C@H]2C[C@H]3[C@@H]1[C@@H]23
**Electronic energy**: -233.2233 a.u.
**Charge**: 0

The geometry in XYZ format:
```
14
Properties=species:S:1:pos:R:3:forces:R:3:lowdin_charge:R:1
C -0.8216 -0.7482 0.8888 -0.026 -0.165 -0.029 -0.15
C -0.8793 0.7069 0.3726 0.263 -0.409 -1.077 -0.10
C 0.5783 1.2064 0.4853 0.142 0.060 -0.077 -0.15
C 1.0459 0.1201 -0.4498 0.544 -0.009 0.024 -0.21
C 0.1611 -1.1159 -0.1937 0.201 -0.504 0.118 -0.21
C -0.2302 -0.0780 -1.1747 0.342 -0.255 -0.057 -0.11
H -1.7839 -1.2581 0.8053 0.116 -0.001 -0.053 0.11
H -0.4564 -0.8398 1.9210 -0.145 0.149 -0.189 0.11
H -1.3597 0.8441 -0.6294 -1.382 1.170 0.873 0.11
H 0.7052 2.2168 0.0902 0.027 -0.121 -0.030 0.11
H 0.9830 1.1680 1.5061 -0.221 0.043 -0.169 0.11
H 2.0212 0.0086 -0.9097 0.065 -0.096 0.104 0.13
H 0.5086 -2.1042 -0.4724 0.131 -0.006 0.084 0.13
H -0.4722 -0.1268 -2.2396 -0.056 0.143 0.479 0.14
```
Forces are in eV/Å.

charge of number 3 (C6H7NS2)?
0

What is the formula in the tenth record?
C6H8

electronic energy of number 5 (C6H7O2P)?
-724.4064 a.u.